66
Properties=species:S:1:pos:R:3:forces:R:3 method="wB97M-V/def2-TZVPD" lumo_ev=1.98 gap_ev=5.29 charge=-1 relative_energy_kcal_mol=21.3 e_tot_ha=-5763.68609 molar_mass_g_mol=649.3 fmax_ev_per_a=0.474
Ti -0.230078 -0.202764 0.580963 -0.01 -0.35 0.09
S -1.911263 -0.342165 -1.158588 0.12 0.14 0.11
C -2.092554 -2.086243 -1.313059 -0.05 -0.18 -0.03
C -2.790319 -2.566695 -2.425405 0.01 0.02 0.03
C -3.011887 -3.919615 -2.615220 -0.03 -0.01 -0.03
C -2.525262 -4.827552 -1.683404 0.01 -0.03 0.02
C -1.824637 -4.368567 -0.581349 0.00 0.05 -0.02
C -1.601061 -3.003984 -0.364914 -0.07 -0.04 -0.11
S -0.680792 -2.536095 1.059123 -0.17 -0.16 0.07
C 1.623010 -1.194778 2.695198 -0.06 0.03 -0.02
C 0.876858 -0.188983 3.246853 0.05 0.00 -0.08
C 0.540997 -0.062405 4.644887 -0.09 0.08 0.05
C 0.020241 1.103221 5.099684 0.06 -0.20 0.09
C -0.241149 2.182303 4.215747 -0.04 0.15 -0.18
C -0.085154 1.944103 2.878636 -0.06 0.03 0.18
C -0.388542 2.957997 1.816459 0.07 -0.05 -0.01
S -1.163631 2.181827 0.364641 -0.17 0.27 -0.10
C -2.870932 2.207204 0.836291 0.04 -0.10 0.08
C -3.643242 3.280738 0.407117 -0.03 0.05 -0.01
C -4.967554 3.387212 0.790547 0.01 0.05 -0.04
C -5.505086 2.394043 1.609287 0.01 -0.07 0.05
C -4.742233 1.321303 2.021752 -0.07 0.06 -0.01
C -3.390295 1.180521 1.646708 0.09 0.01 -0.04
S -2.485477 -0.210406 2.106929 0.04 -0.01 -0.03
N 0.372657 0.777310 2.400862 0.12 -0.07 -0.02
H -3.161794 -1.848180 -3.147255 0.00 0.00 0.01
H -3.560309 -4.260779 -3.485381 0.01 0.00 0.01
H -2.688177 -5.891008 -1.814573 0.00 0.00 0.00
H -1.433431 -5.071762 0.144480 0.00 0.01 0.01
H 1.973123 -1.131568 1.673888 0.01 0.02 -0.02
H 1.840418 -2.101603 3.241219 -0.01 0.01 0.01
H 0.737806 -0.892940 5.310497 0.01 -0.01 -0.01
H -0.208665 1.214988 6.153676 0.01 -0.01 0.00
H -0.620868 3.128744 4.573830 -0.01 0.00 -0.02
H 0.545152 3.382641 1.441130 0.00 0.02 0.01
H -1.031580 3.764680 2.161045 -0.01 -0.01 0.03
H -3.189491 4.027654 -0.234177 -0.02 0.01 0.00
H -5.574696 4.217586 0.453682 0.01 0.00 0.00
H -6.542021 2.457376 1.920322 0.00 0.00 0.00
H -5.176755 0.547629 2.642168 0.00 0.00 -0.01
C -0.038328 -0.628167 -4.082598 0.10 -0.03 0.04
Ge 1.416962 -0.510749 -2.768203 0.14 -0.04 -0.05
C 2.851358 -1.692051 -3.506081 -0.07 0.13 0.00
C 2.128134 1.330194 -2.921894 -0.05 -0.05 -0.09
C 0.974821 -1.201878 -1.002183 0.08 -0.15 0.23
H 0.378849 -0.505135 -5.086028 -0.01 0.00 0.01
H -0.786623 0.140801 -3.901374 0.00 0.01 0.00
H -0.534693 -1.598067 -4.024974 0.02 0.01 0.03
H 3.184335 -1.345971 -4.488179 -0.01 0.00 0.01
H 2.470553 -2.709562 -3.612979 -0.03 0.01 0.01
H 3.725792 -1.739339 -2.852305 0.01 0.03 0.03
H 2.296005 1.535215 -3.982924 0.00 0.01 0.02
H 3.076399 1.480387 -2.402133 -0.01 -0.04 0.02
H 1.410239 2.059511 -2.543939 0.00 -0.02 0.03
H 1.890870 -1.523819 -0.475084 0.05 0.07 -0.07
H 0.493428 -2.149675 -1.247322 -0.05 -0.01 -0.05
N 6.126304 1.431297 0.003317 0.00 -0.02 -0.09
C 4.840529 0.989275 -0.007058 0.09 -0.10 0.01
N 4.616239 -0.271177 -0.405940 0.00 -0.15 -0.06
N 3.913104 1.823083 0.375949 0.06 0.42 0.13
C 2.673958 1.407067 0.274883 -0.29 -0.22 -0.06
N 1.589800 1.022990 0.184612 0.16 0.43 -0.13
H 6.866551 0.760280 0.105430 0.01 0.00 0.02
H 6.254994 2.323139 0.449654 0.02 -0.01 0.02
H 5.326873 -0.774306 -0.905987 -0.03 -0.04 -0.01
H 3.662218 -0.604331 -0.490955 0.05 0.02 -0.03

64
Properties=species:S:1:pos:R:3:forces:R:3 method="wB97M-V/def2-TZVPD" lumo_ev="2.41 / 2.41" gap_ev="3.08 / 3.07" charge=-1 relative_energy_kcal_mol=0.0 e_tot_ha=-1559.09308 molar_mass_g_mol=631.0 fmax_ev_per_a=3.235
C 0.571494 1.692725 -6.946005 0.39 1.02 -0.90
C 1.045796 1.847290 -5.497849 -0.45 0.42 0.18
C -0.050435 0.293548 -7.101899 0.11 0.33 -0.03
C 0.396982 -0.547851 -5.854643 0.06 -0.50 0.50
H 0.332258 -0.120665 -8.042792 -0.24 -0.06 0.26
H -1.144848 0.382672 -7.193973 0.42 -0.21 0.36
C 1.421778 0.441198 -5.081013 0.57 0.27 -0.80
H 0.213549 2.256086 -4.907267 0.15 -0.20 -0.06
H 1.885039 2.555838 -5.427215 -0.29 -0.15 0.02
C 1.886703 0.367769 -3.621564 -0.08 -0.69 0.14
H 2.353396 0.234950 -5.637941 0.23 0.16 0.24
H 1.016996 -1.369252 -6.252606 -0.01 0.17 0.24
C -0.705569 -1.133139 -5.107092 0.02 0.09 -0.23
C -0.399130 2.794462 -7.341506 -1.03 0.21 1.69
C 1.705757 1.906017 -7.956578 0.21 -1.39 -0.75
O 1.831924 1.294630 -9.004481 0.07 0.65 1.10
O -1.297971 3.220183 -6.626453 1.09 -0.45 -1.17
O -0.141470 3.274635 -8.566176 -0.46 0.18 -0.02
O 2.545641 2.891009 -7.597952 0.09 0.03 -0.36
C 3.428334 3.267484 -8.660683 -0.04 0.06 0.09
H 3.980924 4.119969 -8.269528 0.10 -0.08 -0.12
H 2.828812 3.557708 -9.532073 0.25 -0.08 0.11
H 4.089969 2.433157 -8.926849 -0.15 0.30 0.04
C -1.009465 4.325220 -8.978029 -0.05 0.10 -0.08
H -2.054841 3.998793 -8.928285 0.24 0.14 -0.05
H -0.702475 4.541347 -10.001243 -0.18 0.12 0.10
H -0.865915 5.192272 -8.323650 -0.12 -0.10 -0.20
O 0.957756 0.174237 -2.564333 0.07 -0.24 -2.23
H 2.417103 1.308440 -3.394697 -0.04 -0.13 -0.13
H 2.627082 -0.441348 -3.549476 -0.06 0.02 0.03
C -0.645096 -2.527164 -4.632268 -0.16 0.12 -0.25
C -1.760822 -0.236868 -4.604927 0.03 -0.01 -0.17
H -2.700008 -0.302827 -5.187868 -0.36 0.27 0.28
H -1.432146 0.811486 -4.637754 -0.23 0.05 -0.01
H -2.008281 -0.455932 -3.551441 -0.19 -0.02 0.17
H -1.277909 -2.652742 -3.741141 0.00 -0.13 0.10
H 0.374683 -2.832107 -4.351275 0.22 -0.27 0.09
H -1.009594 -3.248886 -5.386302 0.04 -0.47 0.28
Hf 0.474372 -0.066930 -0.766317 -0.96 -0.58 0.23
C 1.955777 -1.589745 0.812539 0.73 0.95 0.00
C 2.608701 -1.575498 -0.461947 0.19 0.69 0.44
C 2.974043 -0.224346 -0.759499 0.40 -0.29 1.23
H 2.891467 -2.445790 -1.057923 -0.30 0.36 0.20
C 2.467332 0.613735 0.287964 1.04 -0.55 0.07
C 1.833883 -0.238147 1.262087 0.98 -0.66 0.22
H 1.484803 0.073209 2.251252 -0.10 -0.12 -0.61
H 1.751919 -2.486312 1.409899 -0.45 0.53 -0.54
H 3.693390 0.072685 -1.526109 -0.83 0.02 0.00
H 2.665615 1.683650 0.386010 -0.22 -0.46 -0.05
C -2.300266 1.039735 -0.393001 1.02 0.46 -0.14
C -1.558623 1.250905 0.799652 0.26 0.58 -0.55
C -0.309659 1.871283 0.456246 -1.08 0.97 -0.11
H -1.937829 1.106941 1.815904 0.40 -0.34 -0.42
C -0.309836 2.097823 -0.973640 -1.15 0.65 0.40
C -1.518386 1.500098 -1.495665 0.06 0.93 0.93
H -1.863838 1.590569 -2.524456 0.32 -0.35 0.33
H -3.324028 0.666208 -0.460814 0.55 -0.18 0.02
H 0.380698 2.331501 1.164867 -0.23 -0.31 -0.27
H 0.331297 2.796240 -1.520794 -0.08 -0.62 0.20
N -0.767816 -1.534890 0.136148 -1.70 -2.09 1.80
C -1.296703 -1.988679 1.102851 0.95 0.94 -1.74
N -1.903847 -2.504883 2.085086 -0.07 -0.07 0.27
C -1.803821 -2.027926 3.320024 0.16 0.77 1.60
N -1.754569 -1.633624 4.427317 -0.11 -0.79 -1.98